This record from the Open Molecules 2025 dataset describes a molecular structure, C36H32CoN2O6S3. The level of theory is the ωB97M-V functional and the def2-TZVPD basis.

Computed properties:
HOMO-LUMO gap, eV: 6.4
Multiplicity: 1
LUMO energy, hartree: -0.139
Relative energy (zero: lowest compared OMol25 entry of this formula, charge and spin), eV: 0.000
HOMO energy, eV: -10.18
Charge: +1

Last column: Mulliken charge in e.
Element x y z (Å)
C1 -2.7095 -4.9931 0.9909  -0.63
C2 -1.0244 -1.0251 2.8046  -0.52
H1 5.9349 -0.7945 2.6122  0.45
H2 -0.9444 0.6601 -4.0306  0.83
O1 -5.0299 -2.9087 5.1179  -0.54
H3 3.4244 -1.2346 -7.2030  0.41
C3 -4.8869 -2.1643 4.1938  0.47
H4 -1.9146 1.8785 -0.7555  0.37
C4 1.6559 -1.8995 -6.1950  -0.72
C5 1.2963 -0.8027 2.9574  -0.28
C6 -2.0705 -0.1296 2.6493  -0.09
C7 -2.2175 -0.9512 -0.3290  0.20
H5 2.4735 7.3476 0.9374  0.41
H6 1.3574 -2.5685 -6.9905  0.42
S1 0.4975 -2.7813 0.1418  -0.53
H7 -2.8565 -6.0123 1.3246  0.43
H8 -0.3948 -2.9536 3.4990  0.44
C8 -0.6441 0.7369 -2.9848  -0.73
C9 0.1932 1.9838 -2.6912  -0.26
H9 0.0305 3.9822 -1.9076  0.43
C10 -3.5872 -2.8749 0.3245  -0.92
C11 1.9653 6.3935 0.8982  -0.47
H10 2.4493 3.1842 -0.1031  0.29
H11 -4.4162 -2.2143 0.1062  0.53
C12 -1.1976 -3.2016 0.3826  1.17
H12 5.7163 -0.7743 0.1288  0.50
O2 1.2229 -0.4586 -1.5040  -0.22
C13 2.8187 -1.1518 -6.3106  -0.45
H13 3.8546 -0.7936 3.9996  0.53
C14 -3.5368 -1.7113 3.7188  0.57
C15 3.8083 -0.7748 2.9195  -0.96
H14 3.4231 -0.7351 -0.8784  0.65
O3 -5.9534 -1.6470 3.5501  -0.49
H15 -0.0168 -2.3987 -4.9360  0.46
Co1 0.6287 -0.6092 0.3298  -0.47
O4 -1.1049 -0.2767 -0.1967  1.21
H16 2.7418 0.4581 -3.3236  0.28
H17 -1.9091 0.8154 2.1546  0.32
C16 -0.6145 3.1095 -2.0360  -1.56
C17 -3.3274 -0.4780 3.1134  -0.84
H18 -5.6788 -1.1637 2.7614  0.34
H19 -0.9755 4.9528 1.7665  0.45
S2 -0.2035 2.4191 0.7306  0.33
C18 -1.4260 -4.5134 0.8109  -0.88
H20 -1.8652 3.5880 -0.3342  0.86
C19 2.5880 -0.7553 2.2764  0.53
C20 -3.8029 -4.1693 0.7536  -0.75
C21 -1.2138 -2.2480 3.4365  -0.06
H21 -1.5456 0.6744 -2.3738  0.50
C22 2.4454 -0.1921 -4.1368  -0.48
C23 1.9643 4.0615 0.3041  -0.44
C24 3.2161 -0.3047 -5.2823  -0.89
C25 4.8437 -0.7645 0.7658  -0.98
C26 0.8815 -1.8035 -5.0474  -0.36
H22 1.0114 1.7148 -2.0243  0.03
C27 3.5787 -0.7433 0.1920  -0.27
C28 0.6754 6.2778 1.4003  -0.76
H23 0.1804 7.1365 1.8329  0.42
H24 4.1278 0.2701 -5.3763  0.42
S3 0.2249 -0.8213 -2.6181  0.48
C29 -1.2635 2.7508 -0.7034  -0.52
C30 2.6089 5.2892 0.3569  -0.78
H25 1.2357 -0.9292 4.0351  0.56
H26 -1.4263 3.4267 -2.6970  0.45
C31 4.9608 -0.7772 2.1430  -0.35
O5 -3.1950 -0.3921 -0.8016  -0.75
H27 3.6165 5.3832 -0.0257  0.43
H28 -2.6520 -3.5357 4.3820  0.42
H29 -0.5758 -5.1551 1.0063  0.50
O6 0.8938 1.4167 0.3861  -0.48
C32 0.0244 5.0548 1.3607  -0.38
H30 0.6375 2.3543 -3.6159  0.50
C33 0.6744 3.9645 0.8000  0.56
N1 2.4826 -0.7397 0.9366  0.56
C34 -2.2979 -2.3728 0.1340  -0.25
H31 -4.8100 -4.5369 0.8974  0.45
C35 1.2804 -0.9399 -4.0388  0.64
N2 0.2550 -0.7538 2.2267  0.95
H32 -4.1401 0.2298 3.0007  0.54
C36 -2.4719 -2.5846 3.8997  -1.20